17
Properties=species:S:1:pos:R:3:forces:R:3 method="wB97M-V/def2-TZVPD" e_above_lowest_kcal_mol=133.9 gap_ev=8.36 homo_energy_ev=-7.57 charge=0
C -0.87011 -0.65355 1.36087 -0.645 0.393 -0.579
O 1.31601 -1.02854 0.45840 0.775 -0.192 0.023
C 0.95607 -0.65321 -0.74194 0.200 -0.010 -0.461
C -0.47687 -1.18308 -1.10668 0.124 -0.341 0.160
O -1.01852 -0.11853 -0.17964 0.156 -0.467 0.947
C 0.18138 0.72558 -0.66774 0.186 0.104 0.216
C 0.57266 1.78252 0.30795 0.136 -0.065 0.078
H -1.91491 -0.49941 1.59523 -0.190 -0.008 0.329
H -0.54395 -1.69774 1.44296 -0.209 0.570 -0.608
H -0.18269 -0.05318 1.96411 -0.367 0.018 -0.658
H 1.71345 -0.73733 -1.54654 -0.167 0.099 -0.134
H -0.81105 -2.15335 -0.74913 0.179 -0.052 -0.011
H -0.84058 -0.98043 -2.12325 -0.043 0.158 0.408
H -0.13331 1.12160 -1.64219 -0.231 -0.163 0.309
H 1.16426 2.54394 -0.20829 -0.062 -0.078 0.059
H -0.29900 2.27292 0.75831 0.131 -0.070 -0.113
H 1.18716 1.31178 1.07758 0.026 0.104 0.035